Record 1
DFT (ωB97M-V/def2-TZVPD) results for a structure of composition C19H32AlBr3ClF10NNaO14P2 at a distorted geometry.

Each line ends with the Löwdin charge.
Geometry (Å):
C 4.52290 1.12898 0.16831  0.0428
C 3.61722 2.21412 -0.43923  -0.5408
O 3.93065 3.33319 -0.32099  0.1328
O 2.46580 1.85903 -1.05231  0.0180
C 1.87497 3.01281 -1.68351  -0.1382
C 0.77143 2.56069 -2.64309  -0.1346
C -0.56756 2.15473 -1.94385  -0.2080
C -1.12470 3.08719 -0.88888  0.1078
N -1.80107 2.36598 -0.06733  0.0927
C -2.49261 3.04510 1.03148  -0.6667
F -3.52623 2.28752 1.35103  0.1659
F -2.99714 4.16462 0.59045  0.2273
F -1.71936 3.24970 2.04126  0.2655
C -1.78814 0.91054 -0.34227  -0.1021
C -0.87049 0.64344 -1.57941  -0.1445
H 5.51561 1.17357 -0.29600  0.0927
H 4.07821 0.12500 0.12982  0.0738
H 4.64378 1.43253 1.22044  0.0996
H 2.65772 3.48955 -2.30290  0.1402
H 1.54057 3.78840 -0.97672  0.1513
H 0.56332 3.43275 -3.29952  0.1451
H 1.09302 1.70518 -3.29480  0.0533
H -1.30802 2.32305 -2.76564  0.1573
H -0.96139 4.21870 -0.90968  0.0822
H -2.73819 0.35825 -0.24769  -0.0229
H -1.21607 0.50380 0.52121  0.1629
H -1.59132 0.28995 -2.33957  0.0655
H -0.03016 -0.04142 -1.43887  0.0477
F -0.77953 5.77118 -1.01622  -0.5721
C -5.66850 -1.53266 -1.05599  -1.5860
Br -4.91219 -0.03817 -0.08861  0.7098
Br -4.48062 -3.04697 -0.95754  0.7016
Br -7.43992 -1.94835 -0.43693  0.6549
H -5.75049 -1.25564 -2.09846  -0.0351
Na 0.60425 1.45773 -4.81163  0.8067
C 2.54357 7.68996 0.21118  -0.1669
C 3.96368 7.63832 -0.34082  -0.1740
C 3.80911 6.66232 -1.49435  -0.2172
O 2.47138 6.80630 -1.98454  -0.1574
C 1.70604 7.58907 -1.05514  -0.2066
H 2.32980 8.58771 0.79029  0.1109
H 2.36220 6.82033 0.84869  0.1134
H 4.25292 8.62311 -0.71844  0.1106
H 4.70955 7.32168 0.38847  0.1096
H 3.93184 5.62905 -1.16011  0.0866
H 4.51655 6.85190 -2.30574  0.1116
H 1.53950 8.57661 -1.50031  0.1149
H 0.73605 7.11469 -0.88875  0.0726
F -1.57161 -5.08094 -1.37974  -0.2223
P -2.27177 -5.61653 -2.76526  0.3277
F -3.33816 -4.95897 -3.79099  -0.1618
F -3.48933 -5.71674 -1.69505  -0.2099
F -0.86729 -6.39078 -3.01729  -0.1585
F -1.44989 -4.29311 -3.43712  -0.3706
F -2.77364 -7.06074 -3.30626  -0.1586
Al -0.71148 -2.52965 -2.54084  1.0478
C -1.78655 -5.32945 2.19645  -0.1721
O -2.98308 -4.69300 1.77916  -0.1328
H -1.65716 -5.15557 3.26069  0.0497
H -1.85249 -6.40708 2.00647  0.0759
H -0.93091 -4.90711 1.65313  0.0595
H -3.07654 -4.85751 0.83567  0.0005
O 3.23968 -2.76045 -1.67150  0.0745
C 3.89278 -3.09782 -0.72076  -0.4999
O 3.43713 -3.02899 0.54523  0.0350
C 4.48215 -3.39919 1.46372  -0.1415
C 5.45091 -4.23027 0.64345  -0.1526
C 5.31747 -3.60538 -0.73951  -0.0763
H 4.94112 -2.48720 1.85330  0.1259
H 4.05553 -3.95885 2.29288  0.1350
H 6.46603 -4.22109 1.03709  0.1185
H 5.11322 -5.26766 0.61046  0.1240
H 5.99355 -2.75851 -0.87393  0.1293
H 5.46053 -4.33608 -1.53169  0.1266
O -4.08766 -2.49359 4.20484  -0.3803
Cl -3.11627 -3.20841 4.99129  0.6160
O -1.78212 -2.97127 4.44009  -0.4340
O -3.40064 -4.62055 4.95322  -0.3634
O -3.15383 -2.74196 6.35903  -0.3859
O -7.56312 -5.81982 5.22517  -0.2397
P -7.30468 -4.39086 4.75518  -0.1307
O -6.30141 -3.74340 5.71310  -0.1531
O -8.59386 -3.57027 4.77950  -0.2526
O -6.77454 -4.42633 3.32401  -0.2037

Properties
HOMO-LUMO gap, Eh: 0.037
Lowest unoccupied orbital energy, Eh: -0.110
HOMO, eV: -4.01
Calculated total energy, hartree: -12119.186829
Total charge: -1

=====

Record 2
DFT (ωB97M-V/def2-TZVPD) results for the molecule C4H5NOS at a distorted geometry.

Each line ends with the Löwdin charge.
Geometry (Å):
C 0.56355 -1.59016 -0.00369  -0.0700
C 0.48782 -0.02143 -0.09528  -0.2584
C 1.16660 0.97672 -0.57334  -0.1318
O 0.49657 2.15148 -0.67140  -0.0748
N -0.80760 1.95068 -0.34482  0.0510
C -0.80864 0.69249 0.15505  -0.6155
S -2.19212 -0.34117 0.67289  0.7292
H 1.48110 -2.00699 -0.44048  0.0668
H 0.67550 -1.77740 1.08102  0.0672
H -0.47868 -2.15254 -0.31139  0.1063
H 2.24084 1.30044 -0.82965  0.1659
H -2.82493 0.81787 1.36110  -0.0358

Properties
HOMO-LUMO gap, Eh: 0.363
Lowest unoccupied orbital energy, Eh: 0.022
SMILES: Cc1conc1S
HOMO, eV: -9.28
Calculated total energy, hartree: -683.492583
Total charge: 0

=====

Record 3
DFT (ωB97M-V/def2-TZVPD) results for a cluster of 2 separate species, C22H15F2N2O6S2 in total at a distorted geometry.

Each line ends with the Löwdin charge.
Geometry (Å):
C 4.65933 1.29435 3.20037  -0.0962
C 4.01090 1.59154 4.40335  -0.0860
C 2.72838 2.14461 4.38050  -0.0579
C 2.09232 2.37490 3.15662  -0.2694
S 0.44009 3.11508 3.09957  0.6477
C -0.62419 1.74728 3.07048  -0.2103
C -2.02990 1.85355 3.14260  -0.2855
C -2.87569 0.67960 3.15551  -0.0675
C -4.25380 0.77007 3.21043  -0.0168
C -4.87317 2.04630 3.22435  -0.2041
N -6.28504 2.19189 3.18875  -0.3666
O -6.75302 3.35681 3.16965  -0.0202
O -7.02197 1.18223 3.16994  -0.0091
C -4.08055 3.21939 3.20235  -0.0144
C -2.70932 3.12429 3.18223  -0.0461
O 0.35566 3.82190 4.35958  -0.3439
O 0.42160 3.83351 1.84026  -0.3523
C 2.76765 2.13469 1.96056  -0.0704
C 4.03585 1.55344 1.97589  -0.0819
H 5.66485 0.88050 3.21450  0.0954
H 4.49792 1.40267 5.36242  0.1002
H 2.22180 2.40601 5.30562  0.1106
H -0.11671 0.78922 3.07635  0.0722
H -2.39098 -0.29746 3.11839  0.1002
H -4.88374 -0.12261 3.22661  0.1114
H -4.58077 4.19008 3.19589  0.1124
H -2.10850 4.03558 3.21162  0.0968
H 2.29502 2.40927 1.02158  0.0943
H 4.52393 1.32053 1.02738  0.1022
F 1.54536 -6.45795 -0.43699  -0.0268
C 1.17268 -5.13384 -0.59994  -0.5924
F -0.11004 -5.08435 -1.09816  0.0081
S 1.28349 -4.42935 1.07113  1.0764
N 0.76741 -2.84247 0.70177  -0.2699
C -0.58859 -2.44639 0.81819  -0.3931
O -1.48309 -3.07632 1.35897  0.1049
C -0.62557 -1.10938 0.19466  -0.0998
C 0.63788 -0.75632 -0.22716  -0.0967
C 0.90592 0.51500 -0.72351  0.0028
C -0.15094 1.43328 -0.74909  -0.0462
C -1.44120 1.06300 -0.34848  -0.0346
C -1.69675 -0.22812 0.12235  0.0125
C 1.56839 -1.87874 0.03496  -0.3856
O 2.75096 -1.99280 -0.24094  0.0925
H 1.86224 -4.59168 -1.26890  0.1245
H 1.90957 0.76708 -1.05002  0.1196
H 0.02945 2.45778 -1.07615  0.1146
H -2.24895 1.79538 -0.38739  0.1216
H -2.67850 -0.55580 0.44408  0.1228

Properties
HOMO-LUMO gap, Eh: 0.191
Lowest unoccupied orbital energy, Eh: 0.049
HOMO, eV: -3.86
Calculated total energy, hartree: -2404.393235
Total charge: -1

=====

Record 4
DFT (ωB97M-V/def2-TZVPD) results for a structure of composition C5H10O2V at a distorted geometry.

Each line ends with the Mulliken spin population.
Geometry (Å):
C 0.86591 -1.54560 -2.04503  0.0028
O 0.95527 -1.11891 -0.69900  -0.0179
C -0.21954 -1.28977 0.11478  -0.0344
C 0.22283 -1.03326 1.50727  -0.0831
H 1.81591 -1.29566 -2.52831  -0.0038
H 0.68174 -2.62950 -2.05570  0.0006
H 0.04710 -1.03185 -2.57066  0.0005
H -0.64155 -2.28603 -0.06040  0.0071
H 0.72497 -1.87447 2.00191  0.0073
H -0.55602 -0.57192 2.12871  0.0154
C -1.14129 2.46689 1.23397  0.5302
C -0.44978 2.29518 -0.01929  0.1208
O 0.79906 2.00314 0.07000  0.2482
V 1.54418 0.39916 0.70910  3.1045
H -1.99353 3.14464 1.29439  0.0293
H -0.82065 1.80834 2.04680  0.0587
H -0.72502 3.01458 -0.80977  0.0175
H -1.10961 -0.45497 -0.31875  -0.0039

Properties
HOMO-LUMO gap (alpha / beta), Eh: 0.287 / 0.204
Lowest unoccupied orbital energy (alpha / beta), Eh: -0.168 / -0.255
HOMO (alpha / beta), eV: -12.38 / -12.48
Calculated total energy, hartree: -1290.563868
Total charge: +1
Multiplicity: 5